Entry 1:
Entry from the OMol25 dataset: a molecular structure, C3H4NdO4 (ωB97M-V/def2-TZVPD).

Last column: Löwdin spin population.
Geometry (Å):
Nd  -1.70  4.23  -2.45  4.040
O  -0.13  2.18  -2.43  -0.019
O  2.19  2.15  -1.19  -0.002
O  -0.19  3.24  -0.50  -0.016
O  0.23  1.01  -0.54  -0.001
C  2.43  1.66  0.09  0.000
C  1.13  0.97  0.57  0.000
C  0.29  2.24  -1.20  -0.001
H  2.63  2.49  0.80  0.000
H  3.26  0.92  0.10  0.000
H  1.30  -0.07  0.85  0.000
H  0.68  1.55  1.39  0.000

Results
Highest occupied orbital energy (spin up / spin down), eV: -6.69 / -6.70
Orbital gap (spin up / spin down), eV: 4.468 / 4.481
Energy, hartree: -978.955815
Lowest unoccupied orbital energy (spin up / spin down), eV: -2.22 / -2.21
Relative energy (zero: lowest compared OMol25 entry of this formula, charge and spin), kJ/mol: 44.5
Net charge: 0
Spin multiplicity: 5
⟨S²⟩: 6.005

Entry 2:
Entry from the OMol25 dataset: a molecular structure, C3H4O (ωB97M-V/def2-TZVPD).

Last column: natural (NBO) charge in e.
Geometry (Å):
O  1.36  -0.47  0.01  -0.488
C  -0.41  0.59  -0.02  -0.363
C  1.01  0.86  0.01  0.147
C  -0.02  -0.85  0.03  -0.090
H  -1.17  1.14  0.38  0.207
H  -0.47  -1.40  0.91  0.194
H  -0.16  -1.37  -0.85  0.193
H  1.77  1.59  -0.13  0.200

Results
Highest occupied orbital energy, eV: -8.61
Orbital gap, eV: 9.799
Energy, hartree: -191.841473
Lowest unoccupied orbital energy, eV: 1.19
Relative energy (zero: lowest compared OMol25 entry of this formula, charge and spin), kJ/mol: 179.9
Net charge: 0
Spin multiplicity: 1

Entry 3:
Entry from the OMol25 dataset: C3H4O in the gas phase (ωB97M-V/def2-TZVPD).

Last column: natural (NBO) charge in e.
Geometry (Å):
O  -1.54  0.99  -0.13  -0.682
C  0.59  -0.19  0.23  -0.113
C  -0.81  -0.19  0.07  -0.120
C  1.77  -0.38  -0.06  -0.301
H  -0.23  -0.79  -0.83  0.287
H  -1.48  -0.87  0.61  0.223
H  -0.95  1.69  -0.45  0.480
H  2.64  -0.26  0.55  0.226

Results
Structure (SMILES): C#CCO
Highest occupied orbital energy, eV: -9.00
Orbital gap, eV: 9.639
Energy, hartree: -191.789597
Lowest unoccupied orbital energy, eV: 0.64
Relative energy (zero: lowest compared OMol25 entry of this formula, charge and spin), kJ/mol: 316.1
Net charge: 0
Spin multiplicity: 1

Entry 4:
Entry from the OMol25 dataset: 2 unconnected molecules or ions with the total composition C3H4O (ωB97M-V/def2-TZVPD).

Last column: natural (NBO) charge in e.
Geometry (Å):
O  3.39  0.45  -0.35  -0.506
C  2.92  -0.08  -1.24  0.506
C  -1.31  -0.21  -0.28  -0.370
C  -0.62  0.14  0.80  -0.390
H  -0.68  1.10  1.11  0.192
H  -1.74  -1.26  -0.54  0.194
H  -0.16  -0.63  1.39  0.194
H  -1.79  0.49  -0.90  0.180

Results
Highest occupied orbital energy, eV: -10.12
Orbital gap, eV: 11.379
Energy, hartree: -191.888998
Lowest unoccupied orbital energy, eV: 1.26
Relative energy (zero: lowest compared OMol25 entry of this formula, charge and spin), kJ/mol: 55.1
Net charge: 0
Spin multiplicity: 1